# 1
One molecule with the formula C17H13Cl6N3O2S. Source: the Open Molecules 2025 dataset; level of theory: ωB97M-V/def2-TZVPD.

Structure (XYZ):
```
42
Properties=species:S:1:pos:R:3
O 1.020 1.097 0.920
C 1.969 1.346 0.213
N 2.956 0.447 -0.060
H 3.642 0.685 -0.760
C 2.832 -0.925 0.371
N 2.097 -1.733 -0.556
C 0.809 -2.168 -0.405
S 0.243 -3.324 -1.425
N 0.075 -1.571 0.569
C -1.177 -2.051 0.959
C -1.327 -3.335 1.493
C -2.568 -3.816 1.875
C -3.677 -2.994 1.751
C -3.560 -1.701 1.266
C -2.315 -1.243 0.871
Cl -2.146 0.359 0.250
H -4.423 -1.062 1.183
Cl -5.221 -3.582 2.225
H -2.662 -4.813 2.274
Cl 0.059 -4.321 1.733
H 0.253 -0.583 0.775
H 2.593 -2.147 -1.334
H 2.297 -0.915 1.331
C 4.232 -1.519 0.597
Cl 5.117 -0.540 1.779
Cl 5.138 -1.529 -0.935
Cl 4.076 -3.183 1.192
O 2.208 2.513 -0.381
C 1.203 3.515 -0.202
C -0.096 3.172 -0.887
C -0.109 2.391 -2.034
C -1.306 2.084 -2.658
C -2.498 2.569 -2.148
C -2.489 3.354 -1.007
C -1.295 3.649 -0.375
H -1.291 4.250 0.523
H -3.417 3.729 -0.601
H -3.432 2.329 -2.634
H -1.306 1.464 -3.542
H 0.821 2.016 -2.438
H 1.643 4.418 -0.634
H 1.032 3.669 0.868
```

Properties
gap between HOMO and LUMO	8.565	eV
charge	0
DFT total energy	-4129.78182	Ha
structure (SMILES)	O=C(N[C@@H](NC(=S)Nc1c(Cl)cc(Cl)cc1Cl)C(Cl)(Cl)Cl)OCc1ccccc1
multiplicity	1

***

# 2
CH5FOP2 as an isolated structure at a distorted geometry. Source: the Open Molecules 2025 dataset; level of theory: ωB97M-V/def2-TZVPD.

Structure (XYZ):
```
10
Properties=species:S:1:pos:R:3
C 0.963 -1.093 0.210
O 1.415 0.089 -0.431
F -2.759 -0.669 -0.063
P -1.831 0.733 -0.432
P 0.800 1.528 -0.013
H 0.997 -1.040 1.238
H 1.610 -1.899 -0.072
H -0.227 -1.144 0.005
H 0.888 2.030 -1.232
H -1.855 1.465 0.791
```

Properties
gap between HOMO and LUMO	6.945	eV
charge	0
DFT total energy	-898.81849	Ha
multiplicity	1

***

HOMO values, unit eV, following the record order: -8.3; -8.1.